1.
Computed, not measured: C4H7ClO2 in the gas phase, with the ωB97M-V functional and the def2-TZVPD basis.

XYZ file:
```
14
Properties=species:S:1:pos:R:3:forces:R:3:nbo_charge:R:1
C 0.8541 -0.0463 -0.4337 -1.80 -0.61 0.81 0.062
C 0.7668 1.4580 -0.1655 -2.58 3.29 0.64 -0.136
C -0.2409 -0.2878 0.6523 3.63 4.92 5.22 0.040
C -1.4497 -0.9059 0.4463 -4.29 -4.72 -0.54 -0.438
H 2.1281 -1.2706 -1.3485 -0.28 2.25 4.62 0.479
H 0.3740 -0.3693 -1.3554 -0.45 1.00 -0.32 0.180
H 1.4246 2.3582 0.3069 -0.75 -3.25 -0.06 0.228
H 0.4479 2.0779 -1.0304 0.00 -0.89 -0.11 0.191
H 0.0205 -0.4866 1.8813 0.39 0.17 -3.56 0.206
H -1.2438 -1.9641 0.1031 -0.58 0.97 -0.52 0.221
H -2.1173 -1.1278 1.3240 0.91 0.82 -0.52 0.237
O 1.9984 -0.7583 -0.3516 2.68 -3.12 -4.09 -0.683
O -0.6020 1.1700 0.5988 5.13 0.51 0.12 -0.563
Cl -2.3607 0.1524 -0.6275 -2.01 -1.34 -1.69 -0.025
```
Forces are in eV/Å.

Properties
SMILES string ... O[C@@H]1CO[C@H]1CCl
Calculated total energy ... -767.11069 a.u.
Strongest force on any atom ... 0.15637 hartree/bohr
Kohn-Sham gap ... 0.3436 hartree
HOMO level ... -9.1 eV
Total charge ... 0
Energy above the lowest of the compared OMol25 structures with the same formula, charge and spin ... 428.3 kJ/mol

2.
Computed, not measured: C4H7ClO2 in the gas phase, with the ωB97M-V functional and the def2-TZVPD basis.

XYZ file:
```
14
Properties=species:S:1:pos:R:3:forces:R:3:nbo_charge:R:1
C 0.8897 -1.2076 -0.0693 1.64 -1.60 1.49 -0.641
C -0.2289 -0.1508 -0.3475 2.37 -0.94 -2.49 -0.407
C 0.3065 1.3411 -0.2176 0.08 -0.41 -1.45 -0.039
C -1.5745 -0.5364 0.2477 0.40 -0.12 -0.68 0.554
O 0.5236 1.6913 1.1209 0.00 1.91 -0.45 -0.739
O -1.9089 -1.5052 0.8513 0.58 0.64 -0.06 -0.486
Cl -2.7404 0.6000 -0.3812 -1.09 0.51 0.09 -0.059
H 0.5432 -1.9157 0.8284 1.04 1.50 -1.91 0.237
H 1.9093 -0.6570 0.2235 -2.22 -1.39 -0.58 0.225
H -0.2996 -0.4197 -1.4685 -0.86 1.22 1.42 0.269
H -0.3941 2.0759 -0.6907 0.05 -0.73 0.88 0.197
H 1.2507 1.5775 -0.9023 -1.39 -1.29 1.59 0.175
H 1.1264 -1.9397 -1.0015 -0.66 1.89 2.23 0.227
H 0.5970 1.0463 1.8068 0.06 -1.20 -0.10 0.487
```
Forces are in eV/Å.

Properties
SMILES string ... C[C@H](CO)C(=O)Cl
Calculated total energy ... -767.23165 a.u.
Strongest force on any atom ... 0.06933 hartree/bohr
Kohn-Sham gap ... 0.4017 hartree
HOMO level ... -10.5 eV
Total charge ... 0
Energy above the lowest of the compared OMol25 structures with the same formula, charge and spin ... 110.7 kJ/mol

3.
Computed, not measured: C4H7ClS in the gas phase, with the ωB97M-V functional and the def2-TZVPD basis.

XYZ file:
```
13
Properties=species:S:1:pos:R:3:forces:R:3:nbo_charge:R:1
C -1.6114 -0.0639 -0.2119 -0.04 0.18 -0.23 -0.360
C -0.2981 0.6002 -0.6064 -0.06 -0.33 -0.03 -0.405
C 0.8163 0.5246 0.4521 0.25 0.51 0.05 -0.492
C 1.5014 -0.8112 0.5273 0.47 0.44 -0.58 -0.236
H -2.3720 0.1147 -0.9798 0.15 0.00 0.25 0.221
H -1.9710 0.2998 0.7535 0.03 -0.01 -0.17 0.210
H 0.0704 0.1898 -1.5557 -0.07 -0.02 0.21 0.224
H -0.5246 1.6485 -0.8018 -0.03 0.12 0.08 0.222
H 1.5697 1.2864 0.2001 -0.14 -0.32 -0.06 0.235
H 0.4244 0.8195 1.4356 -0.08 -0.24 -0.12 0.214
H 1.1251 -1.5183 1.2300 -0.38 -0.44 0.54 0.195
S 2.7597 -1.2433 -0.3827 -0.16 0.11 0.05 0.049
Cl -1.4900 -1.8466 -0.0605 0.07 0.00 0.01 -0.076
```
Forces are in eV/Å.

Properties
SMILES string ... S=CCCCCl
Calculated total energy ... -1014.96592 a.u.
Strongest force on any atom ... 0.01676 hartree/bohr
Kohn-Sham gap ... 0.3148 hartree
HOMO level ... -8.7 eV
Total charge ... 0
Energy above the lowest of the compared OMol25 structures with the same formula, charge and spin ... 7.8 kJ/mol

4.
Computed, not measured: C4H7ClS in the gas phase, with the ωB97M-V functional and the def2-TZVPD basis.

XYZ file:
```
13
Properties=species:S:1:pos:R:3:forces:R:3:nbo_charge:R:1
C 0.9353 1.1510 0.8565 -1.28 -0.59 1.07 -0.382
C 0.5065 -0.3295 0.6339 -1.00 1.53 1.74 -0.395
C -0.8150 -0.5537 -0.1135 -1.04 2.46 1.47 -0.496
C -0.8098 -0.6710 -1.6003 -0.39 -1.12 -0.19 -0.257
H 1.9070 1.2009 1.2775 1.13 -0.18 0.12 0.213
H 0.3271 1.6755 1.6317 -0.09 -0.42 -0.90 0.209
H 1.3100 -0.8041 0.1340 0.80 -0.92 -0.21 0.215
H 0.2814 -0.7461 1.6809 0.96 0.39 -1.45 0.220
H -1.2614 -1.3758 0.4266 -0.24 -0.77 -0.87 0.236
H -1.5298 0.2944 0.2148 1.05 -0.78 -0.75 0.224
H -0.5562 0.1551 -2.2893 -0.01 -0.24 0.82 0.222
S -1.2483 -2.0968 -2.2322 0.15 0.32 -0.37 0.050
Cl 0.9532 2.1000 -0.6205 -0.05 0.32 -0.48 -0.058
```
Forces are in eV/Å.

Properties
SMILES string ... S=CCCCCl
Calculated total energy ... -1014.94683 a.u.
Strongest force on any atom ... 0.05934 hartree/bohr
Kohn-Sham gap ... 0.3108 hartree
HOMO level ... -8.7 eV
Total charge ... 0
Energy above the lowest of the compared OMol25 structures with the same formula, charge and spin ... 57.9 kJ/mol

5.
Computed, not measured: a molecular structure, C4H7EuO4, with the ωB97M-V functional and the def2-TZVPD basis.

XYZ file:
```
16
Properties=species:S:1:pos:R:3:forces:R:3:mulliken_charge:R:1
O 0.1231 -1.5086 0.6207 -0.48 -0.22 -0.27 -0.762
C 1.2476 -0.7127 0.4481 0.77 0.39 0.15 -0.471
C 0.8875 0.5686 -0.2934 0.34 0.32 0.55 -0.384
O 0.0979 0.1911 -1.4249 -0.42 -0.65 -0.22 -0.325
C -0.2469 1.2669 -2.2792 -0.01 0.54 -0.25 -0.717
Eu -1.2839 -1.8059 -0.9465 0.22 0.10 0.46 1.486
H 2.0445 -1.2346 -0.1211 -0.29 0.08 0.17 0.281
H 1.7038 -0.4173 1.4130 -0.17 -0.14 -0.28 0.307
H 1.7838 1.1091 -0.6370 -0.23 -0.14 0.10 0.371
H 0.2827 1.2375 0.3430 0.16 -0.15 -0.17 0.314
H 0.6625 1.7183 -2.7013 -0.30 -0.10 0.05 0.275
H -0.8674 0.8645 -3.0879 0.16 0.14 0.09 0.272
H -0.8133 2.0313 -1.7257 0.15 -0.15 -0.16 0.341
O -2.7021 -1.3082 2.6787 0.81 -0.01 -0.72 -0.427
C -1.8127 -1.1048 3.4073 -0.90 0.11 1.72 0.759
O -1.1070 -0.8952 4.3062 0.19 -0.14 -1.21 -0.322
```
Forces are in eV/Å.

Properties
Calculated total energy ... -1167.68474 a.u.
Strongest force on any atom ... 0.03792 hartree/bohr
Kohn-Sham gap (spin up / spin down) ... 0.2952 / 0.3194 hartree
HOMO level (spin up / spin down) ... -12.7 / -13.3 eV
Total charge ... +1
Energy above the lowest of the compared OMol25 structures with the same formula, charge and spin ... 0.0 kJ/mol
Spin multiplicity ... 8

6.
Computed, not measured: C4H7F in the gas phase, with the ωB97M-V functional and the def2-TZVPD basis.

XYZ file:
```
12
Properties=species:S:1:pos:R:3:forces:R:3:nbo_charge:R:1
C 1.3230 -0.3372 0.7938 3.46 -0.57 3.48 -0.616
C 0.0880 -0.6136 0.1404 -3.07 -2.03 1.13 -0.423
C -0.7451 0.6412 -0.0156 -0.38 -1.12 -2.77 -0.294
C -1.2876 0.7167 -1.2378 0.32 0.22 1.51 0.232
H 1.9518 -1.2372 0.9530 -0.27 0.08 -0.59 0.209
H 2.0207 0.3822 0.3018 -0.89 -0.04 0.69 0.215
H 1.0567 -0.1898 1.8953 0.81 1.06 -1.30 0.208
H -0.4927 -1.4081 0.8270 0.98 1.68 -1.34 0.194
H 0.2728 -1.2057 -0.7606 -0.51 0.64 -0.44 0.212
H -0.9210 1.4902 0.6609 0.31 -0.89 0.11 0.235
H -1.1549 0.0279 -2.0786 -0.14 0.30 0.38 0.170
F -2.1115 1.7335 -1.4796 -0.61 0.69 -0.87 -0.342
```
Forces are in eV/Å.

Properties
SMILES string ... CC/C=C/F
Calculated total energy ... -256.41211 a.u.
Strongest force on any atom ... 0.09603 hartree/bohr
Kohn-Sham gap ... 0.3858 hartree
HOMO level ... -9.3 eV
Total charge ... 0
Energy above the lowest of the compared OMol25 structures with the same formula, charge and spin ... 83.3 kJ/mol